1.
This record from the Open Molecules 2025 dataset describes a cluster of 7 separate species, C42H105N7 in total in a non-equilibrium geometry. The level of theory is wB97M-V/def2-TZVPD.

Summary:
SMILES = CCN(CC)CC.CCN(CC)CC.CCN(CC)CC.CCN(CC)CC.CCN(CC)CC.CCN(CC)CC.CCN(CC)CC
orbital gap = 8.6 eV
DFT total energy = -55680.99597 eV
E_HOMO = -0.29007 Eh

Positions of all 154 atoms, in Å:
N 0.24975 -30.57684 -32.87415
N -5.73911 -28.49027 -28.58214
N -0.47930 -23.55942 -26.42943
N 6.24873 -34.01588 -28.50082
N 3.53252 -23.72367 -19.85257
N 2.70223 -28.75569 -25.78668
N 7.08332 -26.72155 -20.78448
C 6.58421 -28.56782 -22.14528
C 2.74187 -24.41560 -18.79715
C 7.97510 -24.72555 -21.96428
C -0.12335 -24.48019 -24.13551
C 0.46119 -23.73703 -25.36699
C 7.28498 -31.58113 -28.70334
C -1.02477 -24.76093 -27.09081
C -1.46871 -30.24793 -34.89238
C 1.15208 -31.45413 -33.69323
C -0.47889 -29.68233 -33.83408
C -8.32307 -28.31029 -28.91763
C -4.60969 -28.05371 -27.80421
C 4.26466 -22.49814 -19.47121
C -1.71734 -21.63105 -27.21504
C 2.49874 -27.24966 -23.88509
C -5.64217 -29.93398 -28.72246
C -5.92068 -30.74647 -27.48841
C 6.70456 -25.62388 -21.63969
C 6.09548 -27.81939 -20.90898
C 0.77809 -29.88274 -31.70073
C 6.31330 -34.14063 -29.94157
C -1.46584 -22.62179 -26.03586
C -0.31648 -29.38498 -30.61004
C -7.04771 -27.95321 -27.98263
C 3.48482 -22.95674 -22.27394
C 6.18636 -32.58378 -28.14780
C 7.16095 -26.18218 -19.42083
C 7.43128 -34.60310 -27.87818
C 2.55515 -27.36084 -25.33222
C 6.97598 -34.99528 -26.47579
C 3.89757 -29.45113 -25.31482
C 1.54761 -29.62065 -25.63405
C 2.70873 -23.64616 -21.13052
C 7.61754 -27.25551 -18.31338
C 3.39894 -21.21015 -19.20237
C 1.73001 -25.49208 -19.16842
C -3.19918 -28.35429 -28.31259
C 0.27670 -28.96060 -26.19281
C 6.17194 -35.56278 -30.45611
C 0.01277 -25.30754 -28.06909
C 5.26638 -28.89227 -25.73610
C 1.54171 -32.73029 -32.91849
H 8.82595 -25.31413 -22.30742
H 7.89803 -25.37956 -19.39623
H -8.62360 -29.35735 -28.87971
H 1.69974 -27.88674 -23.50584
H 2.55189 -33.11136 -33.06821
H 5.50906 -33.56463 -30.39931
H -0.06601 -28.07064 -25.66496
H 1.46986 -30.06341 -24.64107
H 7.59155 -28.98389 -22.12922
H -6.91131 -26.88245 -27.83108
H -2.04305 -22.24439 -28.05517
H -0.81058 -30.30775 -30.30595
H 6.34617 -32.43510 -27.07988
H 4.08402 -20.36235 -19.20068
H 7.53723 -26.75354 -17.34918
H 7.89179 -35.42726 -26.07231
H -2.41936 -30.53462 -34.44276
H 1.79291 -23.06460 -21.02485
H -4.59293 -28.20097 -26.72433
H 5.05612 -27.49758 -20.97426
H -5.70257 -31.81397 -27.51950
H -1.96171 -24.44577 -27.55008
H 1.64509 -26.89971 -25.71594
H 0.87687 -25.07526 -19.70369
H 5.83736 -35.76072 -31.47443
H 6.26459 -35.82061 -26.50509
H -8.08982 -28.10078 -29.96156
H 3.83689 -29.51837 -24.22859
H 2.01988 -30.83542 -33.92175
H -5.33275 -30.34346 -26.66377
H -2.54847 -20.95957 -26.99951
H 1.33093 -24.23346 -25.79736
H 0.32410 -29.17590 -34.36967
H 4.78615 -22.71468 -18.53887
H 7.90786 -23.86402 -22.62861
H 7.13109 -33.64951 -30.46894
H 2.30668 -26.21208 -23.61189
H 1.21986 -29.05062 -32.24891
H 6.28244 -25.58778 -19.16981
H -0.77338 -21.19570 -27.54291
H -0.23554 -26.16672 -28.69219
H -1.02427 -28.87966 -33.33771
H 5.89669 -25.02059 -21.22560
H -6.92226 -30.58357 -27.09041
H 7.01425 -30.53456 -28.56370
H -1.07351 -31.15462 -35.35044
H 0.82498 -31.73912 -34.69318
H 2.54220 -24.63718 -21.55273
H -2.35008 -23.19170 -25.75051
H -2.86023 -29.29671 -27.88241
H 0.07355 -28.87732 -29.72785
H -3.12271 -28.42187 -29.39780
H 0.95786 -33.57709 -33.27927
H 0.39015 -24.55113 -28.75723
H 6.11999 -25.81960 -22.53862
H 0.31043 -28.77755 -27.26680
H -0.54050 -29.67198 -26.07353
H 0.89415 -22.82187 -24.96310
H 8.24401 -33.87879 -27.82394
H 3.62718 -21.89965 -22.04944
H -1.26910 -25.58767 -26.42380
H 5.61100 -29.06624 -26.75545
H 6.01422 -28.48321 -20.04826
H 3.50236 -24.65438 -18.05369
H -1.04866 -23.99819 -23.81996
H 6.60704 -27.98869 -23.06842
H 7.08831 -36.12835 -30.28728
H -4.67428 -30.26012 -29.10315
H 0.86556 -25.56995 -27.44299
H -9.28105 -27.85716 -28.66257
H 2.13340 -26.38515 -19.64571
H -2.46544 -27.66155 -27.90047
H 3.39916 -26.79454 -25.72600
H 1.39280 -32.57034 -31.85062
H 8.29032 -31.83413 -28.36662
H -7.12300 -28.29821 -26.95142
H 0.61887 -24.49790 -23.33745
H 2.16372 -23.68750 -18.22819
H 5.85207 -29.36409 -22.27952
H 5.04265 -22.24807 -20.19253
H 1.32109 -25.84801 -18.22279
H 3.04786 -23.03325 -23.26958
H 6.00712 -29.43198 -25.14609
H 6.63614 -34.18592 -25.82962
H 7.37294 -31.75087 -29.77644
H 1.56137 -30.52176 -31.29302
H 1.76472 -30.51292 -26.22126
H -0.33380 -25.48286 -24.50763
H 3.40817 -27.54899 -23.36409
H 2.73712 -20.96496 -20.03302
H -6.34342 -30.23642 -29.50019
H -4.68279 -26.97543 -27.94589
H 3.96780 -30.48898 -25.64045
H 5.20397 -32.30535 -28.52921
H 5.35799 -27.81606 -25.58949
H 8.30698 -24.25775 -21.03739
H -1.61335 -29.48279 -35.65510
H 7.76780 -35.43197 -28.50094
H 7.01341 -28.15720 -18.21302
H 4.54580 -23.20361 -22.31257
H 8.60603 -27.71374 -18.34535
H 2.78149 -21.18961 -18.30436
H 5.38102 -36.01077 -29.85456
H -1.11237 -22.11083 -25.14027
H -1.04512 -28.71754 -31.07015


2.
This record from the Open Molecules 2025 dataset describes a structure of composition CH3BrO3P in a non-equilibrium geometry. The level of theory is wB97M-V/def2-TZVPD.

Summary:
net charge = -1
orbital gap = 6.9 eV
DFT total energy = -86559.89421 eV
E_HOMO = -0.14134 Eh

Positions of all 9 atoms, in Å:
Br 3.27786 -2.98723 -0.61467
P 0.97006 -1.29965 -1.23169
O 1.52448 -0.06768 -2.57091
O 0.26969 -2.56972 -1.55367
O 2.26687 -1.60197 -0.31046
C 0.00269 -0.17338 -0.11741
H -0.23985 -0.70612 0.71777
H -0.80866 0.30939 -0.64077
H 0.80171 0.63913 0.21485


3.
This record from the Open Molecules 2025 dataset describes a cluster of 3 separate species, C25H45FO2 in total. The level of theory is wB97M-V/def2-TZVPD.

Summary:
SMILES = CCCC1=CC(=O)C(CC(C)C)=C(F)C1=O.CCCCCC.CCCCCC
orbital gap = 9.0 eV
DFT total energy = -33467.19921 eV
E_HOMO = -0.36699 Eh

Positions of all 73 atoms, in Å:
F -2.37078 -0.34769 0.41511
O -3.58200 -2.43257 -0.89756
O -3.71070 1.84685 -3.45826
C 3.23102 -6.72702 -0.88982
C -1.09066 4.32444 -1.61103
C -0.20353 8.94062 3.55978
C 0.54748 6.60812 4.28061
C 0.11858 2.28993 -0.65300
C 2.13058 -5.67893 -0.73053
C 1.23092 6.23800 2.96252
C 3.19034 -7.86012 0.13778
C 0.72236 -6.24642 -0.87467
C 0.29992 5.65241 1.90184
C 3.24962 -7.40573 1.59558
C -1.76387 -3.79782 -2.95670
C -3.01671 -0.40010 -3.67411
C -0.61259 7.59355 4.14589
C -2.41894 2.26696 -0.92610
C -2.95998 -1.55754 -3.02086
C -2.78401 -2.90311 -3.66519
C -0.37638 4.35561 2.33240
C -2.71110 -0.23226 -0.87392
C -0.42393 -3.09442 -2.73780
C -1.08083 2.80049 -1.48345
C 4.52460 -6.64614 1.94619
C -3.12272 -1.51166 -1.52854
C -2.75296 0.93254 -1.50758
C -3.20611 0.87888 -2.93716
H 0.59333 -6.72642 -1.84793
H 2.37981 -6.78475 1.82805
H -1.40486 7.15469 3.53260
H -1.00449 3.95812 1.53386
H -2.94859 -0.34203 -4.75408
H -2.37014 2.17996 0.16007
H -0.02842 -5.45980 -0.78592
H -3.75068 -3.41026 -3.71383
H 1.73004 7.11826 2.54886
H 0.18612 8.83819 2.54569
H 3.16858 -8.28711 2.23685
H -0.33039 4.65547 -2.31973
H -0.96414 2.39812 -2.49349
H -3.22328 2.95772 -1.18018
H 0.88254 5.47148 0.99361
H 2.28668 -8.45714 -0.01146
H 5.40821 -7.25523 1.74236
H 2.28534 -4.89904 -1.48149
H 0.37697 -3.82148 -2.60640
H -0.46221 6.38769 1.62714
H -0.16652 -2.45071 -3.58119
H 3.16081 -7.16456 -1.89093
H -1.05110 7.75001 5.13475
H -2.05548 4.68781 -1.96537
H 4.61677 -5.72431 1.36970
H 2.02484 5.51475 3.17452
H -1.01427 4.50343 3.20508
H -2.17599 -4.12114 -2.00178
H 4.54323 -6.37431 3.00219
H -1.05150 9.62505 3.51638
H 4.20361 -6.22951 -0.84799
H 0.79210 1.67962 -1.25538
H -0.20676 1.67400 0.18601
H 2.22496 -5.18270 0.23948
H 0.36574 3.59418 2.58324
H 0.70553 3.11831 -0.25568
H 4.03050 -8.53423 -0.05725
H -0.43595 -2.47425 -1.83795
H 0.50712 -6.98856 -0.10468
H 0.57322 9.40924 4.16828
H -1.61652 -4.69192 -3.56412
H 1.29920 7.03569 4.95170
H -0.87227 4.80600 -0.65573
H 0.18742 5.70111 4.77352
H -2.45674 -2.72627 -4.69280


4.
This record from the Open Molecules 2025 dataset describes a structure of composition C16H20BN8RhSe4. The level of theory is wB97M-V/def2-TZVPD.

Summary:
net charge = +1
orbital gap (spin up / spin down) = 7.0 / 6.6 eV
DFT total energy = -293904.93749 eV
E_HOMO (spin up / spin down) = -0.43093 / -0.43211 Eh
spin multiplicity = 2

Positions of all 50 atoms, in Å:
Rh -1.75120 -1.24148 0.03644
Se -3.14541 -3.00430 1.09049
Se -5.53775 -0.85798 -0.69573
Se -5.38384 -1.04286 1.42504
Se -3.34170 -2.76062 -1.11705
N 0.13364 0.59823 1.37491
N 1.83976 2.64102 0.32663
N 1.12320 -1.07228 -0.13842
N -1.21298 0.13735 -1.38506
N 0.07722 -1.94193 -0.19099
N -0.94079 -0.19002 1.61657
N 2.06373 1.35403 -0.07113
N -0.10055 0.85810 -1.13656
C 3.88981 2.48116 -0.58243
C -2.87104 -0.09843 -3.24655
C 3.04511 4.77646 0.34783
C -1.68363 0.50708 -2.58383
C 0.55785 -3.18934 -0.31627
C -1.20280 -0.12812 2.92982
C -0.85953 1.51091 -3.09699
C 2.93371 3.31966 0.03416
C -0.25646 -4.42874 -0.42530
C -0.28837 0.73674 3.53117
C 1.94860 -3.11612 -0.31792
C 2.25615 -1.78173 -0.19166
C 0.54084 1.16378 2.51724
C -2.27939 -0.89660 3.61278
C 0.13152 1.69315 -2.15681
C 3.29673 1.25107 -0.63670
B 0.85266 0.46586 0.01680
H 3.66316 0.34968 -1.09336
H 4.86959 2.74661 -0.94188
H -3.25189 -0.71848 3.15869
H 0.41233 -5.27804 -0.54319
H 3.21577 -1.30819 -0.10878
H -0.92355 -4.39525 -1.28600
H -2.33501 -0.58988 4.65471
H -0.24783 1.01019 4.57101
H -2.07113 -1.96790 3.59289
H 1.37737 1.83945 2.52162
H -3.08348 0.43926 -4.16764
H -0.97994 2.02769 -4.03300
H -2.68762 -1.14277 -3.50565
H 4.01401 5.16256 0.03833
H 2.26884 5.34336 -0.16570
H 2.93144 4.95299 1.41720
H 2.63345 -3.94277 -0.39212
H -3.75533 -0.04212 -2.61513
H -0.86212 -4.59120 0.46456
H 0.97681 2.36076 -2.13706


5.
This record from the Open Molecules 2025 dataset describes a cluster of 2 separate species, C24H25N2O in total in a non-equilibrium geometry. The level of theory is wB97M-V/def2-TZVPD.

Summary:
net charge = +1
orbital gap = 5.4 eV
DFT total energy = -30314.07748 eV
E_HOMO = -0.38929 Eh

Positions of all 52 atoms, in Å:
O 4.52305 -0.36931 0.74547
N -1.53948 3.01267 0.89609
N -2.94684 4.38072 1.95305
C 1.35634 0.96512 -0.48164
C -1.91413 4.23524 2.94926
C 6.82164 -2.73520 -1.80831
C 5.26836 -2.57431 0.05081
C -0.88748 0.06921 -0.72964
C 6.90906 -1.34133 -1.86109
C -3.23807 -2.77605 0.08881
C -3.65903 3.69805 -0.28875
C -5.62792 -3.19572 -0.60636
C -0.92532 3.32503 2.21706
C 2.67542 0.89442 -0.09769
C -2.02072 -0.77918 -0.64014
C 6.01249 -3.34556 -0.84718
C 3.16619 -0.31233 0.42664
C -4.35195 -1.15735 -1.32399
C 1.02606 -1.36860 0.12623
C 5.34728 -1.18657 -0.04449
C -2.66888 3.66438 0.83174
C 0.46345 -0.14740 -0.35557
C -3.20377 -0.38726 -1.34725
C -2.10267 -1.98024 0.13043
C 2.33389 -1.42756 0.58492
C 6.19148 -0.55403 -0.96013
C -4.38028 -2.37097 -0.61695
H -1.07375 1.05706 -1.15628
H 7.39599 -3.34848 -2.51185
H 6.24676 0.53293 -0.96407
H 2.72973 -2.32744 1.05778
H -3.17086 0.54067 -1.92129
H 4.64061 -3.02970 0.81382
H -3.17418 4.00217 -1.22324
H -4.12426 2.71560 -0.44000
H -0.74808 2.40577 2.79030
H -6.00432 -3.36712 -1.62091
H 0.43657 -2.27953 0.14297
H 3.35286 1.74591 -0.19438
H -6.43291 -2.70494 -0.04498
H 5.95709 -4.43101 -0.78303
H -1.28345 -2.26414 0.78428
H 7.54391 -0.85323 -2.59985
H -1.47484 5.20456 3.20034
H 0.95990 1.90318 -0.87604
H 0.02854 3.85426 2.09322
H -5.24155 -0.83431 -1.87071
H -5.44552 -4.16765 -0.14300
H -3.26116 -3.73179 0.62045
H -4.44491 4.41792 -0.04344
H -3.75429 4.98057 2.04568
H -2.28607 3.74292 3.85292


6.
This record from the Open Molecules 2025 dataset describes a cluster of 2 separate species, C3H3ClO2 in total in a non-equilibrium geometry. The level of theory is wB97M-V/def2-TZVPD.

Summary:
SMILES = O=C=CCl.C=O
orbital gap = 9.2 eV
DFT total energy = -19773.29528 eV
E_HOMO = -0.32990 Eh

Positions of all 9 atoms, in Å:
Cl -1.31703 -0.40479 2.67122
O -0.07920 1.93359 -0.21352
O -0.19632 -0.84182 -0.60122
C -0.21846 1.24665 0.74312
C 0.27642 -0.71382 -1.71277
C -0.15375 0.60607 1.93627
H 0.54315 -0.30813 1.59677
H -0.30675 -0.92932 -2.67709
H 1.45195 -0.58844 -1.74278


Here are the calculated molar mass numbers, same order: 708.4; 173.9; 396.6; 754.0; 357.5; 106.5 (g/mol).
Here are the calculated energy relative to the best compared isomer or geometry (same formula, charge and spin) numbers, same order: 4.5472; 2.5511; 0.0000; 0.0000; 1.2694; 3.3940 (eV).